Entry 1:
21
Properties=species:S:1:pos:R:3:forces:R:3 method="wB97M-V/def2-TZVPD" homo_energy_ev=-8.9226 smiles="C=C(CC)CCC" energy_ha=-275.05301
C 2.296 -1.145 1.821 1.01 1.91 0.89
C 1.515 -0.999 0.566 -1.32 -0.87 -0.83
C 0.749 0.359 0.518 0.68 -1.05 -0.96
C -0.657 0.159 0.006 0.03 1.51 0.72
C -1.703 0.338 0.816 -1.18 -0.43 -0.27
C -0.867 0.068 -1.502 -0.65 0.32 1.05
C -1.752 1.202 -1.998 -1.05 -0.37 -2.43
H 1.700 -0.858 2.689 -0.54 -0.99 0.13
H 2.954 -0.252 1.907 0.52 -0.72 -0.45
H 2.860 -2.064 1.949 -0.08 0.02 0.09
H 2.073 -1.230 -0.349 0.49 0.68 0.18
H 0.785 -1.826 0.478 -0.13 0.38 0.49
H 0.816 0.914 1.451 -0.40 -0.42 0.40
H 1.285 1.026 -0.168 -0.15 -0.07 -0.22
H -1.832 0.270 1.890 1.21 0.40 0.19
H -2.707 0.485 0.426 0.02 -0.43 -0.58
H -1.445 -0.838 -1.693 0.37 -0.19 -0.17
H 0.063 0.027 -2.058 0.25 -0.03 0.11
H -1.662 2.216 -1.624 0.34 -0.15 0.40
H -1.666 1.244 -3.101 0.58 0.34 0.27
H -2.807 0.904 -2.026 0.00 0.18 0.98



Entry 2:
99
Properties=species:S:1:pos:R:3:forces:R:3 method="wB97M-V/def2-TZVPD" charge=+1 homo_energy_ev=-10.2993 energy_ha=-3561.81122
Ca 0.720 6.243 -2.531 -0.57 -0.15 0.87
C 0.655 -0.934 -1.102 -0.34 1.28 3.31
F 0.716 -0.905 -2.382 -0.50 -0.55 -2.14
F 0.326 -2.147 -0.601 0.37 0.68 -0.84
F 1.896 -0.611 -0.673 0.02 -0.26 0.34
S -0.605 0.343 -0.395 -1.32 -1.70 2.34
O -0.310 1.642 -0.952 0.95 0.96 -0.72
O -1.855 -0.201 -0.907 0.54 0.10 0.02
O -0.487 0.282 1.088 0.36 0.01 -2.52
C -4.873 3.860 4.384 -0.09 0.11 -0.80
O -4.160 2.722 4.850 -0.39 0.39 0.48
H -4.834 4.750 5.012 0.72 -0.16 0.41
H -4.512 4.125 3.390 -0.04 0.24 -0.07
H -5.949 3.711 4.287 -0.05 -0.70 -0.01
H -3.513 2.446 4.197 -0.14 0.10 -0.03
C -4.525 -5.047 -1.306 -0.35 -0.52 0.01
O -5.479 -4.034 -1.539 -0.16 0.34 0.20
H -3.866 -5.132 -2.170 0.24 -0.25 0.13
H -3.966 -4.955 -0.374 0.21 0.48 -0.02
H -5.097 -5.964 -1.166 0.04 -0.09 -0.35
H -5.023 -3.191 -1.607 0.04 0.06 0.04
C -3.731 8.951 -3.221 -0.26 1.46 0.38
C -2.839 10.061 -2.579 -1.29 -0.15 -0.71
O -1.533 9.896 -3.017 2.01 -0.45 -0.33
O -3.152 7.682 -3.068 0.86 -0.76 0.53
H -3.884 9.123 -4.286 0.17 0.41 -0.09
H -4.714 9.004 -2.752 -0.11 -0.09 0.15
H -2.872 10.124 -1.491 -0.11 -0.56 0.10
H -3.137 11.051 -2.923 -0.77 -0.13 0.00
H -1.276 10.675 -3.516 0.12 -0.10 0.02
H -3.782 7.021 -3.363 -0.14 -0.05 0.01
C 1.808 -5.244 -8.229 0.86 1.58 -0.41
C 2.050 -4.205 -9.370 0.31 -0.25 -0.27
O 3.301 -3.501 -9.397 -0.48 0.04 0.72
O 2.753 -6.291 -8.277 -0.13 -0.34 -0.15
H 0.772 -5.583 -8.256 -0.05 -0.11 -0.11
H 1.981 -4.745 -7.276 -0.13 0.09 0.06
H 1.297 -3.417 -9.353 -0.09 -0.05 0.28
H 1.954 -4.684 -10.345 -0.25 -0.40 -0.06
H 4.048 -4.081 -9.560 -0.20 -0.40 0.04
H 2.378 -6.991 -8.815 0.17 -0.15 -0.08
C 1.005 -2.716 8.623 0.72 -0.54 -0.82
C 0.587 -1.827 7.446 0.11 0.49 0.78
O 0.763 -2.503 6.208 -0.08 -0.42 0.58
O 2.424 -2.976 8.521 -0.61 0.04 0.15
H 0.578 -3.718 8.583 -0.81 0.19 -0.08
H 0.781 -2.309 9.609 0.03 0.38 -0.24
H 1.217 -0.940 7.514 0.39 0.06 -0.17
H -0.412 -1.424 7.616 -0.48 -0.41 -0.26
H 0.618 -1.927 5.454 -0.06 0.21 0.18
H 2.392 -3.736 7.934 0.81 -0.01 -0.16
C 6.629 -4.146 -3.823 -1.51 -0.26 -1.49
C 7.513 -3.803 -2.710 1.31 -1.04 0.72
O 8.768 -3.341 -3.178 0.08 0.77 0.19
O 6.960 -5.365 -4.487 0.35 -0.06 0.63
H 6.600 -3.376 -4.595 0.29 0.54 0.18
H 5.611 -4.178 -3.435 -0.24 -0.26 0.16
H 7.806 -4.690 -2.148 -0.85 -0.55 0.13
H 7.011 -3.159 -1.988 0.01 0.57 -0.22
H 9.335 -3.508 -2.421 0.55 0.25 -0.30
H 6.309 -5.522 -5.176 -0.02 0.04 -0.01
C -7.484 2.661 -2.620 0.22 1.59 -2.54
C -7.072 2.550 -4.159 -1.18 -1.04 1.82
O -6.861 3.802 -4.715 0.22 1.68 -0.31
O -8.600 3.597 -2.559 0.68 -1.27 0.66
H -6.574 3.047 -2.161 -0.20 0.10 0.72
H -7.773 1.693 -2.211 -0.09 0.27 -0.05
H -7.975 2.161 -4.630 0.35 -0.83 -0.20
H -6.142 1.996 -4.283 -0.34 -0.73 0.07
H -7.230 3.763 -5.601 0.08 0.32 0.02
H -8.338 4.426 -2.966 0.28 -0.06 -0.18
C 0.356 6.681 2.750 1.31 0.50 -0.36
C 1.853 6.782 2.393 -0.15 -0.59 0.85
O 2.228 5.975 1.261 -0.47 0.24 -0.39
O -0.315 7.087 1.590 -0.97 0.23 -1.38
H 0.122 7.428 3.508 0.38 -0.26 0.50
H 0.031 5.690 3.067 0.27 -0.10 0.03
H 2.440 6.404 3.230 -0.08 0.18 0.29
H 2.158 7.808 2.188 -0.35 0.19 0.13
H 3.187 6.009 1.293 0.16 -0.34 -0.21
H -1.172 7.433 1.852 -0.14 -0.04 -0.14
C 5.946 0.599 4.470 1.27 -1.84 -0.85
C 6.748 0.816 5.732 -1.53 1.03 0.75
O 5.742 0.884 6.751 0.20 0.37 0.80
H 5.111 1.248 4.205 0.41 0.39 0.55
H 5.545 -0.407 4.600 -0.44 -0.08 -0.18
H 6.621 0.470 3.625 -0.02 0.30 -0.37
H 7.276 1.769 5.743 0.02 0.00 0.04
H 7.429 0.035 6.071 0.29 -0.17 -0.93
H 5.477 -0.025 6.910 -0.22 -0.01 0.19
C -1.809 -9.606 3.040 0.70 0.28 -0.34
C -0.861 -8.473 3.496 -1.50 -1.17 1.05
O -1.633 -7.514 4.251 0.39 -0.01 -0.87
H -2.549 -9.208 2.345 -0.13 -0.04 0.14
H -2.288 -10.189 3.827 -0.05 0.52 0.27
H -1.220 -10.343 2.494 0.13 0.03 -0.20
H -0.368 -8.057 2.617 0.08 0.24 0.14
H -0.167 -8.883 4.229 0.57 -0.15 -0.43
H -1.017 -6.795 4.409 -0.19 0.30 0.24



Entry 3:
33
Properties=species:S:1:pos:R:3:forces:R:3 method="wB97M-V/def2-TZVPD" charge=+2 homo_energy_ev=-17.7719 energy_ha=-956.69226
Al -0.233 -0.784 2.691 0.17 0.94 -2.56
B 0.236 0.190 -0.406 0.76 -1.06 -0.05
H -0.767 0.070 -1.040 -1.58 -0.42 0.65
H 1.127 0.819 -0.869 1.27 0.28 0.93
H -0.077 0.799 0.602 -0.91 1.73 0.43
H 0.598 -0.912 -0.153 0.37 -0.90 -0.96
O 0.386 2.430 -2.636 -0.15 -0.35 0.19
H 0.556 1.766 -1.944 0.00 0.48 -0.20
H -0.568 2.581 -2.651 0.04 0.15 -0.13
O -2.501 -1.400 0.705 0.39 -0.12 0.05
H -2.918 -0.798 0.059 0.00 0.15 0.14
H -2.426 -2.237 0.228 -0.06 -0.10 0.17
O -3.397 0.502 -1.446 0.25 -0.15 0.48
H -3.862 1.295 -1.151 -0.18 -0.05 -0.16
H -2.495 0.792 -1.614 -0.11 0.18 -0.27
O 0.420 -1.239 -2.985 -0.17 0.37 0.13
H 0.416 -1.056 -2.038 0.03 -0.49 0.02
H -0.496 -1.452 -3.222 0.13 -0.06 -0.13
O 3.752 0.257 -0.477 -0.22 -0.54 0.07
H 3.497 -0.141 -1.321 0.24 0.21 -0.12
H 2.940 0.614 -0.106 0.15 0.32 -0.06
O 0.570 -3.046 0.854 -0.05 0.02 0.45
H 0.770 -3.792 1.436 0.05 -0.08 -0.13
H 0.786 -3.370 -0.030 -0.12 -0.02 -0.03
O -2.333 1.120 1.979 0.28 -0.28 0.02
H -3.276 1.027 2.169 0.03 -0.08 0.11
H -2.263 1.921 1.448 0.04 0.14 0.22
O 2.481 -0.852 1.776 -0.62 -0.06 0.70
H 2.780 -1.199 0.918 0.00 -0.02 0.05
H 3.187 -1.094 2.395 0.06 0.17 -0.08
O 0.833 2.110 2.454 -0.03 -0.54 -0.25
H 0.529 2.708 1.761 -0.05 0.21 0.19
H 1.750 2.370 2.612 0.00 0.01 0.12



Entry 4:
63
Properties=species:S:1:pos:R:3:forces:R:3 method="wB97M-V/def2-TZVPD" charge=+1 homo_energy_ev=-12.5090 energy_ha=-1380.69123
C -3.628 -1.615 0.222 -0.45 -1.04 -0.35
C -3.354 -2.209 -1.186 1.13 1.06 0.63
C -2.964 -1.052 -2.115 -0.94 -0.28 -0.26
C -2.183 -3.188 -1.079 -0.33 -0.18 -0.82
C -2.539 -4.624 -0.662 -0.11 0.40 0.50
C -3.838 -4.783 0.131 0.33 -0.52 -0.03
C -1.414 -5.315 0.123 -0.54 -0.16 0.01
O -0.676 -4.399 0.935 -0.09 -0.41 -0.39
C 0.680 -4.440 0.755 0.78 1.86 1.08
O 1.148 -3.193 1.357 -0.80 0.06 0.55
C 1.521 -2.355 0.406 0.66 0.71 -0.42
O 1.497 -1.153 0.446 0.31 -1.08 0.03
O 1.993 -3.098 -0.651 -0.50 1.03 0.01
C 1.179 -4.236 -0.687 0.12 -1.02 -0.50
O 1.954 -5.292 -1.174 0.31 0.39 0.54
N 1.165 -6.219 -1.979 -0.20 -0.63 -0.44
O 1.057 -5.851 -3.063 -0.07 0.14 -0.07
H -3.141 -2.245 0.953 0.09 -0.03 0.40
H -4.685 -1.641 0.457 -0.24 0.30 0.11
H -3.237 -0.615 0.327 0.02 0.33 0.00
H -4.237 -2.680 -1.589 -0.22 -0.28 -0.10
H -2.448 -0.265 -1.586 0.51 0.08 0.06
H -3.879 -0.607 -2.491 -0.19 0.29 -0.12
H -2.414 -1.385 -2.987 0.29 -0.01 -0.13
H -1.744 -3.252 -2.073 0.24 -0.06 -0.20
H -1.429 -2.729 -0.449 0.07 0.00 0.30
H -2.668 -5.193 -1.574 -0.05 -0.19 -0.31
H -4.067 -5.842 0.159 -0.14 -0.30 0.00
H -3.711 -4.497 1.165 -0.10 0.41 0.28
H -4.693 -4.302 -0.316 -0.18 0.32 -0.03
H -0.794 -5.911 -0.538 0.45 0.10 -0.08
H -1.877 -6.023 0.798 -0.01 -0.29 0.22
H 1.195 -5.169 1.365 0.01 -0.83 -0.35
H 0.340 -4.021 -1.349 -0.15 -0.15 -0.16
C 3.446 3.085 -0.313 0.11 0.50 0.03
C 2.287 2.866 0.703 2.72 -1.21 -1.22
C 0.943 2.653 -0.016 -1.05 0.86 0.21
C 0.359 3.919 -0.642 0.28 0.01 0.05
C 0.241 5.047 0.385 -0.37 -1.20 -0.10
C 1.568 5.361 1.090 1.47 2.64 -0.66
N 2.147 4.058 1.632 -5.31 -1.61 0.48
O 1.629 3.750 2.685 2.06 0.65 -0.39
C 2.528 6.052 0.101 0.25 -0.46 -0.22
C 1.359 6.373 2.214 -0.18 -0.59 0.66
C 2.646 1.593 1.458 -0.34 0.20 0.90
H 4.207 2.317 -0.207 -0.15 -0.16 0.07
H 3.096 3.060 -1.343 -0.07 0.07 0.01
H 3.976 4.022 -0.161 -0.07 0.02 -0.03
H 0.219 2.250 0.700 0.14 0.00 0.12
H 1.086 1.884 -0.773 0.31 -0.07 0.08
H 0.969 4.235 -1.490 -0.01 0.03 0.00
H -0.629 3.694 -1.046 -0.01 0.00 0.01
H -0.109 5.958 -0.097 0.22 0.18 0.10
H -0.514 4.775 1.130 0.13 0.01 0.11
H 3.522 6.173 0.533 -0.01 0.03 0.01
H 2.152 7.044 -0.134 -0.15 0.01 0.15
H 2.625 5.530 -0.848 0.02 -0.04 0.04
H 0.600 6.057 2.929 0.04 -0.06 0.01
H 1.028 7.316 1.790 0.02 -0.02 -0.18
H 2.286 6.554 2.758 0.01 0.02 -0.03
H 3.567 1.717 2.030 0.01 0.06 -0.03
H 2.797 0.792 0.744 -0.05 0.06 -0.17
H 1.860 1.266 2.137 0.00 0.03 0.00



Entry 5:
18
Properties=species:S:1:pos:R:3:forces:R:3 method="wB97M-V/def2-TZVPD" homo_energy_ev=-8.8903 energy_ha=-3406.73959
N 2.917 0.236 0.307 -0.29 -0.69 -0.49
C 2.079 -0.502 -0.713 -0.90 0.53 0.95
C 0.579 -0.141 -0.364 -1.72 -1.35 -0.01
C 0.203 1.334 -0.194 -2.76 -0.84 0.69
C -1.150 1.784 0.168 2.50 -2.58 -0.76
C -2.180 0.706 0.331 -0.10 -0.39 0.09
N -3.525 0.869 0.658 2.34 -2.61 -0.97
S -4.140 -0.683 0.636 1.02 0.19 -0.03
N -2.835 -1.697 0.284 0.18 4.85 0.31
C -1.821 -0.748 0.143 0.93 -1.48 -0.30
C -0.417 -1.204 -0.189 0.69 3.68 -0.02
Br 0.030 -3.102 -0.385 -0.62 1.64 0.20
H 2.335 0.350 1.145 0.47 -0.12 -0.33
H 3.671 -0.409 0.556 -0.16 0.53 0.10
H 2.285 -1.604 -0.593 -0.65 1.17 -0.52
H 2.305 -0.160 -1.764 -0.09 -0.35 1.10
H 1.009 2.096 -0.331 -0.79 -0.88 0.12
H -1.346 2.875 0.305 -0.05 -1.29 -0.13



Entry 6:
17
Properties=species:S:1:pos:R:3:forces:R:3 method="wB97M-V/def2-TZVPD" homo_energy_ev=-9.4324 smiles="C=CCNC.O" energy_ha=-288.89873
C 0.094 0.540 2.202 1.27 -1.57 1.83
N -0.188 -0.236 0.928 -0.23 3.82 0.38
C -0.331 0.847 -0.174 3.84 0.02 1.71
C -1.695 0.222 -1.909 1.55 1.25 1.57
C -0.400 0.095 -1.426 -3.60 -0.80 -1.05
H -0.789 1.080 2.578 -0.06 -0.62 0.02
H 0.494 -0.257 2.940 -1.09 1.37 -0.75
H 0.864 1.334 2.292 0.01 -0.63 -1.29
H -1.143 -0.376 1.120 -1.55 -1.44 -0.03
H 0.668 1.280 -0.034 -0.05 0.47 -0.47
H -1.039 1.690 -0.026 0.00 -1.01 0.06
H -2.251 -0.362 -2.592 0.06 -0.62 -1.06
H -2.328 1.080 -1.443 1.13 -1.71 -0.87
H 0.416 -0.704 -1.588 -1.67 1.56 -0.31
H 1.156 -1.320 0.079 1.03 0.32 0.18
H 2.470 -2.112 -0.136 0.23 -0.33 0.01
O 2.098 -1.238 -0.231 -0.87 -0.08 0.08